# 1
The following is a DFT calculation (ωB97M-V/def2-TZVPD) of C31H63FN3O13S4 as an isolated structure in a non-equilibrium geometry.

Each line ends with the Löwdin charge.
Positions of all 115 atoms, in Å:
C (0.6648, -1.0105, 1.6138)  0.00
C (1.1528, 0.0735, 0.7508)  -0.36
O (2.3098, 0.0825, 0.4558)  0.14
N (0.1478, 1.0065, -0.0522)  -0.01
H (-0.7352, 0.4285, -0.4682)  0.10
H (-0.1922, 1.7305, 0.6428)  0.05
C (0.6408, 1.8775, -1.1032)  -0.04
H (1.3758, -1.8865, 1.4808)  0.08
H (-0.2532, -1.6075, 1.2138)  0.10
H (0.7168, -0.7475, 2.6578)  0.09
H (1.1678, 1.2765, -1.7252)  0.05
H (1.4068, 2.5165, -0.5022)  0.13
H (-0.1942, 2.4905, -1.4942)  0.10
C (-2.1622, 3.8755, 4.4588)  0.05
C (-0.6372, 4.3535, 4.2078)  -0.26
O (-0.1502, 5.4175, 4.6898)  0.10
N (0.2598, 3.2285, 3.5818)  0.03
H (-0.0872, 2.3505, 3.9498)  0.16
H (-0.1442, 3.2755, 2.5488)  0.10
C (1.6928, 3.4045, 3.7048)  -0.02
H (-2.5562, 4.9065, 4.0788)  0.13
H (-2.2912, 3.5845, 5.4698)  0.08
H (-2.5412, 3.2825, 3.6518)  0.03
H (2.2648, 2.5415, 3.3278)  0.12
H (2.0368, 3.6575, 4.7128)  0.11
H (2.0158, 4.1515, 3.0608)  0.06
C (-3.8082, 2.3545, -0.4162)  -0.02
C (-4.0992, 1.5645, 0.8258)  -0.34
O (-5.2412, 1.6785, 1.3458)  0.07
N (-2.9412, 0.8225, 1.5508)  0.03
H (-2.4882, 0.1675, 0.7518)  0.08
H (-2.1202, 1.5825, 1.5938)  0.10
C (-3.3182, 0.2605, 2.8668)  -0.02
H (-4.2922, 3.5225, -0.2592)  0.17
H (-4.4402, 1.9585, -1.2272)  0.10
H (-2.7572, 2.5355, -0.6952)  0.05
H (-3.4922, 1.0235, 3.5868)  0.07
H (-2.5352, -0.1185, 3.1628)  -0.02
H (-4.2352, -0.4415, 2.9858)  0.15
O (-1.0602, 2.7035, 1.4258)  -0.31
H (-1.5352, 3.4595, 1.0618)  0.01
O (-2.0122, -0.4595, -0.5072)  -0.35
H (-2.2082, -1.3885, -0.8092)  0.00
F (1.0078, -0.2765, -6.9102)  0.06
C (0.8448, 0.7465, -6.0262)  -0.21
C (1.5918, 1.9775, -6.0192)  0.01
C (1.3138, 3.0965, -5.1732)  -0.09
C (0.2058, 2.9905, -4.3802)  -0.12
C (-0.5962, 1.8425, -4.3862)  -0.11
C (-0.2802, 0.7505, -5.1342)  -0.04
H (2.4468, 1.9435, -6.6812)  0.10
H (1.8808, 3.9715, -5.1402)  0.09
H (0.3378, 3.8905, -3.6082)  0.12
H (-1.4352, 1.4675, -3.7542)  0.12
H (-0.7182, -0.1315, -4.8812)  0.07
C (0.7438, 8.2815, -0.4522)  -0.11
C (0.1198, 7.5355, 0.7218)  -0.27
C (0.0088, 6.1765, 0.2578)  -0.29
S (1.5378, 5.7525, -0.4442)  0.61
O (1.2788, 4.9975, -1.6182)  -0.31
O (2.3558, 5.1415, 0.5858)  -0.31
C (2.0168, 7.3285, -0.8892)  -0.18
H (1.2138, 9.4255, -0.2362)  0.20
H (0.0768, 8.2825, -1.0732)  0.00
H (-0.8602, 8.0265, 1.1818)  0.17
H (0.7038, 7.5805, 1.5898)  0.09
H (-0.7262, 6.1055, -0.4972)  0.10
H (-0.2852, 5.3305, 1.1078)  0.15
H (2.1768, 7.2465, -1.8692)  0.05
H (2.9868, 7.5155, -0.3052)  0.15
C (1.6018, -6.7945, 1.4118)  -0.16
C (1.8788, -6.0425, 0.0948)  -0.29
C (2.1298, -4.7585, 0.4158)  -0.37
S (3.1908, -4.6585, 1.7408)  0.69
O (2.8058, -3.5205, 2.5878)  -0.32
O (4.5148, -4.7795, 1.2308)  -0.28
C (2.7198, -6.2595, 2.3408)  -0.20
H (1.5598, -7.8615, 1.3098)  0.10
H (0.5148, -6.4645, 1.8688)  0.15
H (1.0548, -6.1545, -0.7192)  0.15
H (2.7868, -6.3605, -0.2832)  0.11
H (1.1588, -4.1905, 0.4958)  0.12
H (2.6498, -4.3625, -0.3872)  0.09
H (2.1138, -6.1305, 3.2738)  0.12
H (3.4308, -6.9805, 2.3838)  0.07
C (2.5408, -1.7885, -2.8612)  -0.07
C (3.0848, -3.1425, -3.3662)  -0.25
C (1.9978, -3.9235, -3.6982)  -0.29
S (0.4108, -3.4435, -3.1612)  0.75
O (-0.1552, -4.4235, -2.2182)  -0.33
O (-0.2912, -2.7515, -4.2452)  -0.31
C (1.0758, -2.0935, -2.2722)  -0.18
H (2.5788, -1.3675, -3.9162)  0.14
H (3.1358, -1.1835, -2.3502)  0.06
H (3.5628, -3.5935, -2.5822)  0.09
H (3.7208, -3.1035, -4.1302)  0.09
H (2.2138, -4.9385, -3.2812)  0.13
H (2.0798, -4.3305, -4.7092)  0.14
H (1.0388, -2.2485, -1.3412)  0.00
H (0.5688, -1.1785, -2.2712)  0.08
C (-2.6672, -6.1735, 1.2078)  -0.17
C (-2.1242, -5.1435, 0.2888)  -0.33
C (-2.2622, -3.8795, 0.6608)  -0.33
S (-1.7962, -3.9505, 2.3478)  0.70
O (-2.4952, -2.9015, 3.0808)  -0.33
O (-0.3482, -3.9975, 2.4188)  -0.31
C (-2.6072, -5.5025, 2.5798)  -0.18
H (-2.2562, -7.0295, 1.2618)  0.06
H (-3.6152, -6.1885, 0.8238)  0.10
H (-2.9542, -5.2905, -0.6822)  0.20
H (-1.1802, -5.4705, -0.2872)  0.13
H (-3.3372, -3.3925, 0.6058)  0.18
H (-1.7852, -3.0915, 0.0488)  0.10
H (-3.5432, -5.5055, 2.8788)  0.06
H (-1.9762, -6.1335, 3.2798)  0.14

## Properties
Relative energy (zero: lowest compared OMol25 entry of this formula, charge and spin) in kcal per mole: 23.25
Net charge: +1

=====

# 2
The following is a DFT calculation (ωB97M-V/def2-TZVPD) of a 3-piece molecular cluster, C15H38FN2 overall.

Each line ends with the Löwdin charge.
Positions of all 56 atoms, in Å:
C (-1.5979, -1.8084, -1.5600)  0.00
C (-0.3439, -2.5747, -1.2428)  -0.35
F (-0.6405, -3.8964, -0.8447)  -0.02
C (0.4227, -1.9570, -0.0858)  -0.07
N (1.3236, -2.9888, 0.5378)  0.00
N (2.2650, -2.3503, 1.4098)  0.10
H (-1.3291, -0.8534, -2.0141)  0.08
H (-2.1991, -2.3639, -2.2779)  0.10
H (-2.1923, -1.6329, -0.6631)  0.10
H (0.2978, -2.6556, -2.1261)  0.15
H (1.0598, -1.1336, -0.4096)  0.13
H (-0.2278, -1.6006, 0.7127)  0.11
H (1.7360, -3.5863, -0.1872)  0.19
H (0.7414, -3.6061, 1.1074)  0.19
H (3.0432, -2.0100, 0.8530)  0.12
H (2.6155, -3.0284, 2.0806)  0.12
C (-3.8941, -1.3392, 4.5005)  -0.11
C (-2.5863, -0.8029, 5.0725)  -0.27
C (-2.3047, 0.6522, 4.7006)  -0.22
C (-2.1893, 0.9203, 3.1988)  -0.22
C (-1.1282, 0.0840, 2.4856)  -0.29
C (0.2906, 0.3081, 3.0044)  -0.10
H (-3.8958, -1.3291, 3.4085)  0.06
H (-4.0742, -2.3661, 4.8192)  0.07
H (-4.7398, -0.7353, 4.8348)  0.08
H (-1.7559, -1.4391, 4.7474)  0.09
H (-2.6094, -0.8823, 6.1614)  0.11
H (-1.3921, 0.9804, 5.2048)  0.10
H (-3.1063, 1.2808, 5.0980)  0.11
H (-1.9607, 1.9793, 3.0478)  0.11
H (-3.1560, 0.7501, 2.7190)  0.10
H (-1.1653, 0.3258, 1.4164)  0.09
H (-1.3874, -0.9791, 2.5733)  0.09
H (0.5788, 1.3557, 2.9033)  0.08
H (1.0007, -0.2994, 2.4419)  0.03
H (0.3830, 0.0374, 4.0564)  0.07
C (2.1985, 2.1572, -5.9438)  -0.11
C (1.9390, 3.0434, -4.7306)  -0.27
C (2.7101, 2.6157, -3.4826)  -0.22
C (2.3874, 1.2053, -2.9847)  -0.23
C (0.9097, 0.9641, -2.6795)  -0.28
C (0.3518, 1.8587, -1.5770)  -0.10
H (1.8818, 1.1265, -5.7712)  0.06
H (1.6593, 2.5197, -6.8185)  0.07
H (3.2616, 2.1394, -6.1922)  0.08
H (0.8659, 3.0688, -4.5179)  0.10
H (2.2172, 4.0721, -4.9687)  0.11
H (2.5280, 3.3380, -2.6827)  0.10
H (3.7823, 2.6665, -3.6925)  0.11
H (2.9743, 1.0152, -2.0783)  0.10
H (2.7220, 0.4720, -3.7232)  0.10
H (0.7884, -0.0869, -2.3833)  0.06
H (0.3161, 1.0858, -3.5889)  0.11
H (0.9151, 1.7361, -0.6472)  0.07
H (-0.6967, 1.6360, -1.3682)  0.07
H (0.4061, 2.9112, -1.8534)  0.07

## Properties
Net charge: +1

=====

# 3
The following is a DFT calculation (ωB97M-V/def2-TZVPD) of a 2-piece molecular cluster, C11H11N overall in a non-equilibrium geometry.

Each line ends with the Löwdin charge.
Positions of all 23 atoms, in Å:
C (-1.2041, -2.9008, -1.0644)  -0.14
C (-0.5142, -4.0750, -0.8193)  -0.11
C (0.4047, -4.2056, 0.3176)  -0.11
C (0.7756, -3.0241, 0.9443)  -0.11
C (0.2238, -1.7073, 0.5153)  -0.08
C (-0.8951, -1.7368, -0.3551)  -0.13
H (-2.1440, -3.0205, -1.7949)  0.14
H (-0.7388, -5.0397, -1.2968)  0.09
H (0.6524, -5.2311, 0.6898)  0.11
H (1.4384, -2.9529, 1.8924)  0.12
H (0.5615, -0.6870, 0.9241)  0.09
H (-1.3180, -0.7181, -0.5657)  0.09
C (0.5080, 4.2457, -0.4875)  -0.07
C (0.2611, 3.0165, -1.2624)  -0.06
C (-0.1254, 1.8228, -0.7002)  -0.13
N (0.0578, 1.6517, 0.6568)  0.03
C (0.2954, 2.7209, 1.3908)  -0.12
C (0.3162, 4.0670, 0.8420)  -0.08
H (0.3738, 5.2631, -0.8122)  0.10
H (-0.0657, 3.1735, -2.2506)  0.08
H (-0.1422, 0.7953, -1.1410)  0.10
H (0.2426, 2.4978, 2.3728)  0.06
H (0.4595, 5.0172, 1.4580)  0.12

## Properties
Relative energy (zero: lowest compared OMol25 entry of this formula, charge and spin) in kcal per mole: 74.93
Net charge: 0
Structure (SMILES): c1ccccc1.c1ccncc1

=====

# 4
The following is a DFT calculation (ωB97M-V/def2-TZVPD) of a 3-piece molecular cluster, C18H35NO6P overall in a non-equilibrium geometry.

Each line ends with the Löwdin charge.
Positions of all 61 atoms, in Å:
C (2.4604, 0.1200, 2.7245)  -0.04
C (3.0486, 0.6366, 1.3242)  -0.19
O (2.0379, 0.3278, 0.3305)  -0.05
C (2.2540, 0.9326, -0.8713)  -0.15
C (2.8296, 2.2815, -1.0860)  0.07
C (2.9504, 2.7977, -2.4567)  -0.25
P (3.6326, 4.5023, -2.8668)  0.76
O (2.4424, 5.4023, -3.1072)  -0.45
N (2.5198, 2.0343, -3.5399)  0.06
C (1.9875, 0.7640, -3.4146)  0.05
C (1.8258, 0.1605, -2.0846)  -0.07
C (1.1786, -1.2684, -2.0326)  -0.13
C (-0.4093, -1.1074, -2.1399)  -0.11
C (-0.8842, 0.1677, -1.3374)  -0.18
O (-2.2916, 0.1262, -0.9871)  -0.04
C (-2.4758, 1.1262, -0.0047)  -0.46
C (-3.1735, 2.4939, -0.3840)  0.02
O (-2.1383, 0.9798, 1.1445)  0.10
H (1.3397, 0.0554, 2.5776)  0.09
H (2.8853, -0.8643, 3.0363)  0.08
H (2.6064, 0.9318, 3.4895)  0.09
H (4.0173, 0.0813, 1.1721)  0.14
H (3.2496, 1.7279, 1.4656)  0.11
H (3.1658, 2.8966, -0.2206)  0.12
H (4.3141, 5.0133, -1.7256)  0.04
H (4.4086, 4.4743, -4.0617)  0.03
H (2.6073, 2.4330, -4.4779)  0.17
H (1.6310, 0.1801, -4.3039)  0.16
H (1.6200, -1.8798, -2.8596)  0.12
H (1.4848, -1.7513, -1.0703)  0.11
H (-0.6144, -0.8954, -3.2321)  0.12
H (-0.9116, -2.0573, -1.8126)  0.13
H (-0.7212, 1.0798, -1.9783)  0.14
H (-0.3088, 0.2117, -0.3718)  0.12
H (-4.1131, 2.2976, -0.9674)  0.09
H (-3.4809, 2.9660, 0.5916)  0.08
H (-2.4783, 3.2178, -0.8818)  0.09
C (0.1893, -5.6169, -1.4162)  -0.06
C (1.6520, -5.4454, -1.7945)  -0.49
C (2.5328, -6.4483, -1.0672)  -0.06
O (2.0752, -4.1168, -1.4720)  -0.08
H (0.0424, -5.4523, -0.3443)  0.08
H (-0.4308, -4.8835, -1.9376)  0.07
H (-0.1686, -6.6172, -1.6669)  0.09
H (1.7692, -5.5685, -2.8734)  0.14
H (2.4651, -6.3118, 0.0165)  0.08
H (3.5809, -6.3068, -1.3397)  0.08
H (2.2450, -7.4735, -1.3076)  0.09
H (1.9761, -3.9980, -0.5189)  0.09
C (-4.5546, 1.0396, 5.0470)  -0.06
C (-4.5868, 2.5277, 4.7354)  -0.50
C (-5.4702, 2.8225, 3.5337)  -0.06
O (-3.2607, 2.9872, 4.4745)  -0.06
H (-4.1458, 0.4743, 4.2037)  0.08
H (-3.9082, 0.8417, 5.9047)  0.08
H (-5.5547, 0.6605, 5.2687)  0.08
H (-4.9544, 3.0769, 5.6049)  0.14
H (-5.0904, 2.3163, 2.6401)  0.07
H (-5.4753, 3.8927, 3.3142)  0.08
H (-6.4980, 2.4972, 3.7083)  0.08
H (-2.9263, 2.5063, 3.7063)  0.07

## Properties
Net charge: +1

=====

# 5
The following is a DFT calculation (ωB97M-V/def2-TZVPD) of the molecule CH2FPS2 in a non-equilibrium geometry.

Each line ends with the Löwdin charge.
Positions of all 7 atoms, in Å:
F (-0.2892, -0.4265, -1.7731)  -0.06
C (-0.8179, 0.4918, -1.0062)  -1.04
S (-2.1176, 1.8433, -1.9299)  0.23
S (-0.4459, 0.5558, 0.6300)  0.59
P (1.1290, -0.9047, 0.7255)  0.58
H (0.6034, -1.5047, 1.8712)  -0.15
H (1.9383, -0.0551, 1.4824)  -0.15

## Properties
Relative energy (zero: lowest compared OMol25 entry of this formula, charge and spin) in kcal per mole: 50.19
Net charge: 0
Structure (SMILES): FC(=S)SP

=====

Number 1: E_tot -110291.7480 eV. Number 2: E_tot -21862.2793 eV. Number 3: E_tot -13072.6296 eV. Number 4: E_tot -42288.4879 eV. Number 5: E_tot -34743.1920 eV.